Entry 1:
The following is a quantum chemistry calculation of the molecule C4H4ClN at a distorted geometry, from the OMol25 dataset.

Geometry as XYZ:
```
10
Properties=species:S:1:pos:R:3:forces:R:3:mulliken_charge:R:1
C -1.557 -0.661 -0.297 1.9 0.0 1.6 -0.710
C -0.202 -0.596 -0.026 -4.6 0.6 -1.3 -0.370
C 0.485 0.670 0.370 2.2 -0.9 -0.2 0.447
Cl -0.309 2.121 -0.230 0.2 0.3 -0.1 -0.143
C 1.955 0.504 -0.085 0.0 0.1 0.2 0.040
N 3.048 0.228 -0.368 -1.7 0.5 0.4 -0.372
H -2.304 0.147 -0.061 1.1 -0.8 -0.6 0.253
H -1.927 -1.668 -0.520 -0.1 0.6 -0.1 0.259
H 0.314 -1.494 -0.243 1.0 -0.5 0.1 0.349
H 0.497 0.748 1.458 0.2 0.1 0.0 0.246
```
Forces are in eV/Å.

The total energy comes out at -18223.6607 eV. For the relative energy (zero: lowest compared OMol25 entry of this formula, charge and spin), the calculation gives 1.479 eV. The total charge is 0. The HOMO-LUMO gap is 10.953 eV. Its SMILES is C=C[C@H](Cl)C#N. For the HOMO energy, the calculation gives -10.486 eV.

Entry 2:
The following is a quantum chemistry calculation of a structure of composition C32H52IN2O7SbSi3Sn at a distorted geometry, from the OMol25 dataset.

Geometry as XYZ:
```
99
Properties=species:S:1:pos:R:3:forces:R:3:mulliken_charge:R:1
Sn 7.335 -5.326 19.359 -0.1 0.0 -0.8 0.740
O 8.040 -1.090 20.219 -1.5 -1.0 1.9 -0.491
C 9.251 -1.588 19.888 1.5 0.5 2.6 0.343
O 10.076 -1.533 20.812 -0.7 -1.1 -3.5 -0.603
C 9.177 -2.069 18.413 -1.5 1.2 2.7 0.332
C 7.901 -2.025 17.862 -0.5 -0.4 0.1 -0.582
C 7.794 -2.312 16.529 -2.5 0.4 -1.7 0.753
C 8.933 -2.566 15.770 0.8 0.4 -0.7 -0.075
C 10.148 -2.695 16.456 0.3 -0.2 1.4 0.108
N 10.219 -2.441 17.791 2.0 -1.0 -1.9 -0.313
C 11.584 -2.889 15.917 -0.5 1.0 2.2 0.143
O 12.544 -3.299 16.809 -1.7 -0.4 -0.4 -0.521
O 11.870 -2.365 14.895 0.7 -0.2 -1.8 -0.564
H 7.940 -1.408 21.178 0.2 1.2 -1.7 0.345
H 7.056 -1.821 18.508 0.1 0.0 -0.4 0.528
H 6.724 -2.264 15.995 2.7 -0.1 1.3 -0.363
H 8.858 -2.477 14.667 0.3 -0.7 0.8 0.526
H 12.107 -3.587 17.654 0.4 0.4 -0.8 0.462
N 5.613 -8.975 17.768 -0.9 1.3 0.3 -0.272
C 4.746 -8.663 18.817 1.8 -0.4 -0.7 0.398
O 4.125 -9.505 19.381 -2.1 -2.1 0.8 -0.659
C 4.888 -7.297 19.329 1.7 -0.5 0.3 -0.207
C 6.321 -7.292 19.845 1.8 0.6 2.6 -1.606
H 5.539 -9.875 17.342 0.3 -0.2 0.0 0.196
H 6.332 -8.282 17.553 -0.2 -0.6 -0.5 0.093
H 4.229 -7.023 20.143 -0.5 0.1 -0.5 0.276
H 4.943 -6.717 18.457 -0.9 1.8 -1.1 0.253
H 6.979 -8.047 19.466 0.1 -0.4 -0.7 0.487
H 6.386 -7.544 20.929 -0.4 0.5 -0.5 0.548
H 3.100 -2.857 13.043 -0.5 1.0 1.5 -0.275
I 13.937 -6.008 25.262 0.1 0.0 0.1 -1.005
C 13.071 -8.335 17.816 -2.7 3.7 0.3 -0.797
C 12.371 -8.836 18.873 0.0 -1.8 0.0 -0.292
C 11.421 -8.093 19.610 4.4 -3.0 -1.9 -1.093
C 11.224 -6.848 19.323 -4.0 4.4 -0.6 0.706
C 11.622 -6.254 18.156 0.7 -1.0 -2.9 0.549
C 12.619 -7.024 17.403 0.9 1.3 0.3 -0.444
C 10.100 -6.249 20.184 0.4 3.3 -2.1 0.007
O 9.424 -5.195 19.741 0.2 -0.4 -1.4 -0.583
O 9.904 -6.598 21.281 -0.3 -2.7 3.7 -0.613
H 12.473 -9.883 19.107 0.3 -0.3 0.4 0.402
H 11.196 -8.379 20.539 -1.6 -1.8 3.3 0.686
H 10.941 -5.431 17.675 1.9 -1.2 1.1 0.311
H 13.190 -6.410 16.673 -0.7 -0.8 -0.1 0.425
C 7.777 -7.937 14.309 1.8 -2.1 -0.5 -1.213
C 8.973 -7.679 15.249 -1.5 1.1 0.4 2.978
C 10.003 -6.857 14.507 0.3 1.3 0.5 -1.588
C 9.632 -8.926 15.769 0.4 -0.6 0.5 -1.434
C 8.386 -6.890 16.384 0.8 -0.8 -0.3 0.173
C 8.011 -6.320 17.389 -0.7 0.5 0.6 -1.541
H 7.182 -8.808 14.614 0.1 0.3 0.1 0.346
H 8.175 -8.138 13.290 -0.4 0.0 0.4 0.494
H 7.187 -7.088 14.307 -1.2 1.6 -0.2 -0.453
H 9.841 -5.769 14.525 -0.5 -0.3 -0.2 0.075
H 10.005 -7.195 13.494 0.5 -0.2 -0.8 0.492
H 10.976 -6.926 14.980 0.4 -0.4 0.0 0.288
H 10.395 -9.330 15.083 -0.4 0.1 0.0 0.361
H 8.881 -9.701 15.998 0.4 0.2 0.1 0.401
H 10.177 -8.607 16.666 -0.1 -0.5 0.0 0.032
C 5.028 -0.672 9.991 1.7 0.1 0.2 -1.029
Si 5.781 -1.801 11.334 -0.4 -0.3 0.4 0.513
C 7.232 -2.688 10.564 -0.2 1.3 -0.8 -1.156
C 6.199 -0.858 12.968 -2.5 1.2 0.9 -1.009
Sb 4.017 -3.743 11.313 0.3 0.1 0.6 -0.017
Si 4.916 -5.181 13.319 -1.0 -0.3 0.1 0.493
C 6.326 -4.382 14.238 0.2 -2.4 0.3 0.077
C 5.114 -6.988 12.826 -1.2 1.1 -0.8 -1.253
C 3.452 -5.304 14.536 -0.3 0.9 -0.9 -1.070
Si 2.540 -1.583 14.198 -1.2 3.1 -2.0 0.930
C 0.558 -1.316 14.262 0.4 -3.4 -0.2 -1.311
C 2.975 -0.045 13.017 -2.2 -0.4 2.0 -1.329
C 3.073 -0.697 15.835 -1.1 -0.6 -0.3 -1.092
H 4.883 -1.399 9.163 -0.1 0.8 0.2 0.271
H 5.648 0.248 9.710 -0.9 -1.4 0.2 0.302
H 4.102 -0.381 10.441 -0.7 0.4 -0.3 0.286
H 7.391 -3.682 10.912 0.2 -0.7 0.2 0.328
H 8.124 -2.073 10.714 0.2 -0.2 -0.2 0.378
H 6.969 -2.682 9.480 0.4 -0.3 0.6 0.238
H 5.611 -1.120 13.933 0.8 0.0 -1.7 -0.005
H 5.854 0.222 12.806 0.7 -1.3 0.0 0.456
H 7.215 -0.803 13.290 1.0 -0.2 -0.1 0.559
H 7.332 -4.496 13.761 -0.8 0.3 0.7 0.371
H 6.227 -4.808 15.277 0.8 0.0 -0.9 0.050
H 5.976 -3.408 14.364 0.0 2.0 -0.1 -0.485
H 6.083 -7.164 12.480 1.6 -0.5 -0.4 0.334
H 4.459 -7.228 11.977 -0.2 0.0 0.4 0.414
H 4.889 -7.601 13.677 -0.1 -0.5 0.4 0.353
H 3.115 -4.299 14.891 0.8 -0.9 0.8 0.022
H 3.649 -6.152 15.206 -0.1 0.8 0.5 0.421
H 2.546 -5.544 13.992 -0.2 -0.6 -0.5 0.310
H 0.126 -2.126 14.905 0.4 0.3 -0.2 0.341
H 0.003 -1.502 13.316 0.6 0.5 0.3 0.336
H 0.224 -0.449 14.769 0.1 1.3 0.2 0.400
H 2.887 -0.301 12.023 -0.3 -0.8 -2.4 0.144
H 3.946 0.349 13.141 0.7 0.7 0.5 0.467
H 2.136 0.705 13.177 1.2 -0.6 0.1 0.352
H 2.262 -0.851 16.560 0.4 -0.1 0.0 0.384
H 3.184 0.393 15.694 0.0 -0.6 -0.3 0.353
H 3.970 -1.126 16.195 1.0 -0.2 0.8 0.203
```
Forces are in eV/Å.

The total energy comes out at -95437.9504 eV. For the relative energy (zero: lowest compared OMol25 entry of this formula, charge and spin), the calculation gives 0.000 eV. The total charge is -2. The HOMO-LUMO gap (spin up / spin down) is 2.678 / 4.220 eV. For the HOMO energy (spin up / spin down), the calculation gives -1.551 / -1.551 eV.

Entry 3:
The following is a quantum chemistry calculation of a structure of composition C2H3ClS at a distorted geometry, from the OMol25 dataset.

Geometry as XYZ:
```
7
Properties=species:S:1:pos:R:3:forces:R:3:mulliken_charge:R:1
C -0.371 -0.326 -0.580 6.2 -2.3 -1.5 0.229
C 0.180 0.372 0.593 -1.1 1.9 0.8 -0.842
S 1.135 -1.599 -1.974 -2.8 2.3 2.5 -0.266
Cl -1.901 -0.246 -0.862 -3.2 0.1 -0.8 -0.021
H 0.752 -0.230 1.264 0.7 -0.9 -0.1 0.303
H 0.840 1.231 0.308 -0.4 -0.8 -0.2 0.278
H -0.634 0.798 1.250 0.6 -0.2 -0.8 0.318
```
Forces are in eV/Å.

The total energy comes out at -25475.5021 eV. For the relative energy (zero: lowest compared OMol25 entry of this formula, charge and spin), the calculation gives 4.065 eV. The total charge is 0. The HOMO-LUMO gap (spin up / spin down) is 6.616 / 6.617 eV. For the HOMO energy (spin up / spin down), the calculation gives -8.267 / -8.267 eV.

Entry 4:
The following is a quantum chemistry calculation of a cluster of 3 separate species, C6H20NO2 in total at a distorted geometry, from the OMol25 dataset.

Geometry as XYZ:
```
29
Properties=species:S:1:pos:R:3:forces:R:3:mulliken_charge:R:1
C -0.338 -2.595 1.656 0.9 -0.5 0.4 -1.381
C 0.051 -1.444 0.735 -0.9 0.6 0.3 0.639
C 0.347 -0.157 1.520 -0.6 0.6 0.6 -1.396
C 1.335 0.883 0.961 0.7 -0.4 1.0 -0.671
C 1.517 0.934 -0.535 -1.4 0.3 -1.2 -0.452
C 2.675 1.755 -1.045 1.2 0.5 1.0 -1.413
N -1.125 -1.106 -0.169 1.1 0.5 -0.1 -1.932
H -1.399 -2.827 1.629 0.0 -0.1 0.0 0.545
H -0.041 -2.391 2.686 -0.4 0.4 0.0 0.326
H 0.261 -3.494 1.480 -0.4 -0.1 -0.6 0.316
H 0.834 -1.689 0.032 0.4 -0.2 0.2 0.380
H 0.633 -0.394 2.539 0.7 -0.5 0.0 0.291
H -0.611 0.302 1.804 -0.1 0.1 -0.7 0.638
H 1.100 1.881 1.335 -0.5 0.0 -0.2 0.403
H 2.265 0.703 1.516 0.3 -0.2 -0.6 0.406
H 0.592 1.372 -0.946 0.1 0.2 0.1 0.293
H 1.476 -0.039 -1.035 0.5 -0.2 0.3 0.244
H 2.811 2.663 -0.448 -0.5 0.2 -0.1 0.325
H 3.641 1.270 -0.847 -0.2 -0.3 -0.4 0.332
H 2.626 2.079 -2.083 -0.2 -0.3 -0.1 0.402
H -1.826 -0.561 0.337 -0.9 -0.3 0.3 0.664
H -1.506 -1.877 -0.734 -0.2 0.1 0.2 0.778
H -0.816 -0.388 -0.830 0.0 0.0 -0.7 0.289
H -2.870 -0.020 -2.753 0.0 0.0 0.1 0.315
H -1.852 -0.650 -3.718 0.0 0.0 0.0 0.411
O -2.188 -0.714 -2.814 0.1 -0.1 0.1 -0.827
H -3.185 2.219 -0.516 -0.1 -0.3 -0.2 0.252
H -1.992 2.511 0.366 0.0 -0.3 -0.1 0.220
O -2.414 1.776 -0.121 0.3 0.3 0.3 -0.398
```
Forces are in eV/Å.

The total energy comes out at -12128.0059 eV. For the relative energy (zero: lowest compared OMol25 entry of this formula, charge and spin), the calculation gives 0.000 eV. The spin multiplicity is 2. Its expectation value of S² is 0.75. The total charge is 0. The HOMO-LUMO gap (spin up / spin down) is 3.224 / 11.693 eV. For the HOMO energy (spin up / spin down), the calculation gives -2.506 / -11.141 eV.

Entry 5:
The following is a quantum chemistry calculation of a cluster of 2 separate species, C3H3F3O in total at a distorted geometry, from the OMol25 dataset.

Geometry as XYZ:
```
10
Properties=species:S:1:pos:R:3:forces:R:3:mulliken_charge:R:1
C 1.766 0.970 -0.495 0.7 -0.2 -0.9 0.376
C -1.229 -0.106 0.531 -1.4 -0.3 0.2 -0.874
C -0.275 -0.826 -0.356 1.5 0.9 -2.5 0.547
O 2.446 1.315 -1.411 -1.4 -0.6 1.8 -0.369
F 2.065 1.253 0.819 -0.2 -0.1 -0.8 -0.187
F 0.343 -1.964 -0.006 -1.1 1.2 0.1 -0.226
F -0.529 -0.876 -1.710 0.0 0.0 2.3 -0.219
H -0.852 0.671 1.151 1.2 1.0 -0.2 0.286
H -1.537 -0.732 1.330 -0.4 -1.4 0.6 0.348
H -2.198 0.297 0.147 1.1 -0.6 -0.6 0.319
```
Forces are in eV/Å.

The total energy comes out at -13355.8446 eV. For the relative energy (zero: lowest compared OMol25 entry of this formula, charge and spin), the calculation gives 3.605 eV. The total charge is 0. The HOMO-LUMO gap (spin up / spin down) is 7.545 / 9.722 eV. For the HOMO energy (spin up / spin down), the calculation gives -8.866 / -9.833 eV.

Entry 6:
The following is a quantum chemistry calculation of a structure of composition C33H30N3O2P2S2SbSe4Zn at a distorted geometry, from the OMol25 dataset.

Geometry as XYZ:
```
78
Properties=species:S:1:pos:R:3:forces:R:3:mulliken_charge:R:1
Zn -1.687 1.684 0.668 0.1 -0.1 0.1 0.557
C 1.716 3.228 4.783 -0.2 0.2 -0.4 -0.480
S 1.313 4.362 3.424 0.2 0.0 0.2 -0.056
C -0.104 3.592 2.727 -0.4 -0.5 0.3 0.568
S -0.722 2.166 3.349 -0.3 -0.4 0.3 -0.630
N -0.640 4.293 1.762 0.9 1.8 -0.1 -1.637
N -1.443 3.709 0.912 -1.0 -0.3 -0.6 1.243
C -2.309 4.372 0.218 0.7 0.4 1.1 -0.742
C -2.994 3.683 -0.834 -0.7 -0.4 -0.8 0.788
C -4.102 4.240 -1.484 0.4 -0.1 0.3 -0.925
C -4.719 3.528 -2.491 0.2 -0.3 -0.1 -0.335
C -4.175 2.311 -2.886 -0.1 0.3 0.0 -0.934
C -3.064 1.840 -2.205 0.0 -0.3 -0.3 -0.277
N -2.512 2.470 -1.178 0.0 0.4 0.0 0.318
H 2.607 3.629 5.253 0.1 0.1 0.0 0.405
H 0.891 3.200 5.489 0.0 -0.1 0.0 0.285
H 1.905 2.236 4.378 0.0 0.0 0.1 -0.094
H -2.521 5.419 0.409 0.2 0.1 0.0 0.431
H -4.471 5.204 -1.168 0.0 0.1 0.0 0.415
H -5.611 3.913 -2.961 -0.1 0.0 -0.1 0.439
H -4.616 1.716 -3.672 0.1 0.0 0.0 0.400
H -2.589 0.911 -2.501 -0.2 0.0 0.1 0.779
O 0.241 1.315 0.490 -0.3 0.4 0.2 0.858
P 1.363 0.475 0.019 1.2 -0.6 -0.6 -0.253
C 0.794 -0.536 -1.406 -0.3 0.1 0.7 -1.242
P -0.714 -1.464 -0.901 0.5 -0.9 -0.6 -0.755
O -1.817 -0.546 -0.482 -0.6 0.3 -0.1 1.039
C -0.177 -2.602 0.388 -0.1 0.1 -0.4 0.523
C 0.739 -3.587 0.025 -0.1 0.1 0.0 -0.658
C 1.224 -4.453 0.982 0.1 -0.1 -0.1 -0.825
C 0.793 -4.335 2.294 -0.1 0.0 0.0 -0.536
C -0.128 -3.367 2.653 0.0 -0.1 0.0 -0.754
C -0.624 -2.499 1.696 -0.1 0.2 -0.2 -0.185
C -1.134 -2.509 -2.319 0.4 0.1 0.5 0.800
C -0.803 -2.181 -3.628 0.0 0.0 0.0 -0.433
C -1.169 -3.028 -4.658 0.0 0.1 -0.1 -0.724
C -1.898 -4.173 -4.385 0.0 0.0 0.1 -0.556
C -2.212 -4.510 -3.079 0.0 0.0 0.0 -0.801
C -1.807 -3.693 -2.042 0.1 0.0 0.1 -0.543
C 2.036 -0.558 1.349 -0.1 0.3 -0.3 0.717
C 1.552 -0.307 2.626 -0.1 0.1 -0.1 -0.173
C 2.096 -0.958 3.718 0.1 0.0 0.0 -0.554
C 3.120 -1.869 3.535 0.0 0.1 0.1 -0.575
C 3.594 -2.135 2.260 0.2 0.0 -0.1 -0.756
C 3.065 -1.476 1.166 -0.1 0.1 0.0 -0.463
C 2.725 1.510 -0.577 -0.4 -0.2 0.2 0.598
C 2.768 2.813 -0.098 -0.2 0.0 0.1 -0.242
C 3.813 3.646 -0.455 0.1 0.0 0.0 -0.755
C 4.817 3.177 -1.285 0.0 0.0 0.0 -0.503
C 4.768 1.881 -1.775 0.1 -0.1 -0.1 -0.740
C 3.728 1.044 -1.418 -0.1 -0.1 0.0 -0.346
H 1.549 -1.227 -1.777 0.0 0.0 0.0 0.801
H 0.509 0.182 -2.183 0.1 -0.1 0.0 0.582
H 1.050 -3.666 -1.010 0.1 -0.1 0.0 0.477
H 1.945 -5.210 0.709 0.0 -0.1 0.0 0.464
H 1.175 -5.012 3.040 0.1 -0.1 0.2 0.423
H -0.448 -3.279 3.678 -0.1 0.0 0.1 0.490
H -1.346 -1.738 1.960 -0.1 0.1 0.0 0.358
H -0.265 -1.271 -3.849 0.1 0.1 0.0 0.316
H -0.883 -2.801 -5.674 0.0 0.1 -0.1 0.423
H -2.222 -4.810 -5.191 0.0 -0.1 -0.2 0.405
H -2.760 -5.411 -2.861 -0.1 -0.1 0.0 0.442
H -2.012 -3.965 -1.016 -0.1 -0.1 0.0 0.455
H 0.748 0.402 2.759 0.0 0.1 0.0 -0.143
H 1.721 -0.748 4.707 -0.1 0.0 0.1 0.539
H 3.557 -2.367 4.388 0.0 -0.1 0.1 0.437
H 4.395 -2.846 2.120 0.0 -0.1 0.0 0.434
H 3.454 -1.669 0.179 0.1 -0.1 -0.2 0.361
H 1.983 3.170 0.553 -0.1 0.1 0.1 0.131
H 3.841 4.657 -0.077 0.0 0.1 0.0 0.469
H 5.637 3.822 -1.556 0.1 0.1 -0.1 0.391
H 5.541 1.520 -2.436 0.1 0.0 0.0 0.424
H 3.701 0.033 -1.795 0.0 -0.1 -0.1 0.280
Se -5.061 0.779 0.357 -0.8 -0.6 -1.2 -0.364
Sb -4.342 -1.368 -0.837 -0.4 -0.2 -0.2 1.111
Se -4.440 -1.341 -3.235 0.0 0.0 0.7 -0.551
Se -4.483 -3.388 0.440 0.2 0.7 -0.2 -0.502
Se -3.457 0.773 1.921 0.5 0.0 1.4 -0.330
```
Forces are in eV/Å.

The total energy comes out at -399866.8584 eV. The total charge is 0. The HOMO-LUMO gap is 6.153 eV. For the HOMO energy, the calculation gives -7.195 eV.

Entry 7:
The following is a quantum chemistry calculation of the molecule C5H12O2 at a distorted geometry, from the OMol25 dataset.

Geometry as XYZ:
```
19
Properties=species:S:1:pos:R:3:forces:R:3:mulliken_charge:R:1
C -0.245 1.953 1.632 0.1 0.2 -0.3 -1.155
C -0.993 1.294 0.452 0.2 0.6 -1.0 -0.316
C -0.588 -0.148 0.232 0.4 0.2 0.3 0.119
O -1.645 -0.853 -0.379 0.0 -0.1 -0.2 -0.603
C 0.659 -0.097 -0.627 -0.1 0.6 -0.6 -0.747
C 1.178 -1.543 -0.920 0.2 0.6 -0.2 -0.417
O 0.274 -2.201 -1.806 0.0 -0.2 -0.3 -0.581
H -0.120 3.010 1.405 0.1 0.1 0.2 0.330
H -0.747 1.896 2.613 -0.1 -0.2 -0.6 0.311
H 0.756 1.522 1.780 -0.2 0.1 -0.2 0.295
H -0.684 1.762 -0.618 -1.3 -0.2 2.7 0.150
H -2.083 1.341 0.614 0.4 0.2 -0.3 0.359
H -0.266 -0.618 1.175 -0.5 -0.1 0.1 0.267
H -1.264 -1.402 -1.085 -0.1 0.0 0.2 0.433
H 1.456 0.408 -0.062 -0.2 -0.1 0.0 0.265
H 0.336 0.773 -1.408 1.4 -3.0 0.5 0.351
H 1.269 -2.165 0.005 -0.3 0.9 -0.3 0.321
H 2.192 -1.515 -1.337 -0.1 0.1 -0.2 0.313
H 0.393 -3.157 -1.741 0.0 0.2 0.0 0.307
```
Forces are in eV/Å.

The total energy comes out at -9473.3413 eV. For the relative energy (zero: lowest compared OMol25 entry of this formula, charge and spin), the calculation gives 1.794 eV. The total charge is 0. The HOMO-LUMO gap is 10.598 eV. Its SMILES is CC[C@@H](O)CCO. For the HOMO energy, the calculation gives -9.850 eV.